This record from the Open Molecules 2025 dataset describes a 3-piece molecular cluster, C14H32ClNO2P overall. The level of theory is ωB97M-V with the def2-TZVPD basis set.

Computed properties:
Kohn-Sham gap: 0.270 Ha
charge: -1
2S+1: 1
highest occupied orbital energy: -4.359 eV

Positions of all 51 atoms, in Å:
C -0.6126 -0.5233 -3.5038
C -0.7606 0.0665 -2.2122
P -1.0676 1.0960 -0.5967
N 0.3436 0.2225 0.1023
Cl -2.8481 1.8820 -1.5409
C 0.0096 2.4676 -1.3740
C -0.3494 3.9053 -1.5252
C -1.4211 2.0713 0.9992
C -0.1199 2.6565 1.7908
C 0.0695 2.0408 3.3311
C 1.3919 1.0722 3.2791
H -0.8418 -0.8409 -4.6249
H -1.9161 0.0007 -0.1108
H 0.8294 -0.2630 -0.7013
H -0.0910 -0.5652 0.6586
H 1.0954 2.1477 -1.7495
H -1.4236 4.3393 -1.6907
H 0.5604 4.6743 -1.5287
H -1.9749 1.3206 1.7420
H -2.1985 2.9653 0.8500
H 0.9116 2.5203 1.2602
H -0.2664 3.8334 1.9233
H -0.9100 1.4607 3.6702
H 0.3088 2.9531 4.0542
H 1.8301 1.0447 4.3842
H 1.0987 -0.0024 2.8774
H 2.2637 1.4549 2.5972
C 5.7413 -0.6028 -2.4113
C 4.3931 -0.3862 -1.7425
C 3.6999 -1.7077 -1.4518
O 3.5658 0.4039 -2.5927
H 5.6243 -1.1189 -3.3708
H 6.2231 0.3571 -2.6258
H 6.4069 -1.1945 -1.7752
H 4.5304 0.1706 -0.8092
H 3.5107 -2.2630 -2.3773
H 2.7256 -1.5361 -0.9818
H 4.3043 -2.3326 -0.7868
H 3.4385 -0.0827 -3.4240
C -4.4529 -3.1472 -0.1859
C -3.4531 -2.7652 0.8939
C -3.9893 -3.0785 2.2817
O -3.1676 -1.3718 0.8014
H -5.3870 -2.5860 -0.0714
H -4.0587 -2.9048 -1.1786
H -4.6815 -4.2170 -0.1515
H -2.5130 -3.3037 0.7323
H -4.9070 -2.5148 2.4836
H -3.2644 -2.7869 3.0492
H -4.2040 -4.1462 2.3901
H -3.9967 -0.8856 0.9436

=====

This record from the Open Molecules 2025 dataset describes C14H32CuN2O10 as an isolated structure. The level of theory is ωB97M-V with the def2-TZVPD basis set.

Computed properties:
energy above the lowest of the compared OMol25 structures with the same formula, charge and spin: 0.000 eV
Kohn-Sham gap: 0.229 Ha
charge: -1
2S+1: 1
highest occupied orbital energy: -3.995 eV

Positions of all 59 atoms, in Å:
Cu -21.8887 -34.0043 -20.2948
O -18.7276 -32.2488 -18.0534
C -19.5966 -32.9575 -18.8775
O -20.7657 -33.1313 -18.4069
O -19.1741 -33.3082 -19.9746
H -19.2979 -31.9826 -17.3234
O -21.5743 -37.3898 -22.5851
C -21.5493 -36.1808 -21.8821
O -20.6425 -35.3799 -22.0795
O -22.5498 -36.0131 -21.1056
H -22.5106 -37.6044 -22.5043
C -23.3125 -34.1021 -23.6450
O -23.5352 -33.2147 -24.7257
C -24.0028 -31.9758 -24.2671
C -24.3598 -31.1361 -25.4662
N -25.1393 -29.9760 -25.1084
C -25.0975 -28.9032 -26.0868
C -26.1456 -27.8666 -25.7754
O -27.3639 -28.5058 -25.4657
C -28.3492 -27.6017 -25.0671
H -22.4885 -33.7566 -23.0121
H -22.9942 -35.0638 -24.0426
H -24.2217 -34.2268 -23.0490
H -23.1958 -31.4807 -23.7002
H -24.8519 -32.0673 -23.5732
H -24.9566 -31.8024 -26.1177
H -23.4710 -30.8895 -26.0437
H -26.0920 -30.1721 -24.8443
H -25.1989 -29.2570 -27.1264
H -24.1035 -28.4520 -25.9999
H -26.3142 -27.2263 -26.6583
H -25.8031 -27.1845 -24.9858
H -29.1880 -28.1714 -24.6738
H -28.7002 -26.9945 -25.9157
H -27.9924 -26.8978 -24.3055
C -21.1458 -30.9748 -21.4989
O -22.0620 -31.9699 -21.1298
C -23.2455 -31.4035 -20.5966
C -24.2424 -32.4550 -20.1514
N -23.7191 -33.3683 -19.1275
C -24.7137 -34.3583 -18.7035
C -24.0071 -35.3905 -17.8210
O -24.9062 -36.2515 -17.1218
C -25.5493 -35.6397 -16.0356
H -20.7968 -30.3816 -20.6476
H -21.5832 -30.3104 -22.2619
H -20.2799 -31.4479 -21.9586
H -23.7096 -30.8229 -21.4092
H -22.9824 -30.6931 -19.8034
H -24.6722 -32.9625 -21.0122
H -25.0495 -31.8493 -19.6910
H -23.6117 -32.7985 -18.2925
H -25.2066 -34.8469 -19.5431
H -25.5020 -33.8932 -18.0890
H -23.3734 -34.8809 -17.0846
H -23.4136 -36.0472 -18.4539
H -26.1856 -36.3890 -15.5656
H -26.1457 -34.7780 -16.3386
H -24.8139 -35.3402 -15.2740

=====

This record from the Open Molecules 2025 dataset describes C14H32F3N2O9SV2 as an isolated structure. The level of theory is ωB97M-V with the def2-TZVPD basis set.

Computed properties:
Kohn-Sham gap (spin up / spin down): 0.263 / 0.194 Ha
charge: +4
2S+1: 8
highest occupied orbital energy (spin up / spin down): -20.304 / -20.417 eV

Positions of all 63 atoms, in Å:
V 1.7354 -1.3722 2.5531
V 1.4841 -2.4767 -1.0228
N 3.1512 1.7035 -2.4151
H 2.9685 1.3070 -3.3258
H 2.9745 2.6787 -2.6101
H 4.1125 1.5999 -2.1231
H 2.5096 1.2716 -1.7656
N 4.7079 0.3605 0.4556
H 5.0852 -0.5762 0.4759
H 5.0540 0.8814 -0.3374
H 5.1414 0.8142 1.2470
H 3.7125 0.3117 0.6200
C -1.0097 -5.2229 1.7914
F -1.1999 -5.6669 3.0475
F -1.2820 -6.2282 0.9236
F -1.7614 -4.1818 1.5516
S 0.7735 -4.5711 1.5264
O 0.9029 -3.4062 2.4207
O 1.7221 -5.6311 1.9293
O 0.8844 -4.2418 0.1006
C 1.2655 -0.0965 0.1913
O 0.6530 -1.1000 0.5797
O 1.6816 -0.2070 -0.9434
O 1.9671 0.3898 1.0816
C -1.9267 1.7328 -1.0772
C -1.8022 1.9464 -2.4900
C -2.7206 2.7141 -3.1479
C -3.7385 3.3391 -2.4671
C -3.9315 3.0617 -1.1034
C -2.9937 2.3234 -0.4324
H -1.2276 1.0292 -0.6498
H -0.9603 1.5025 -3.0005
H -2.4937 2.9586 -4.1751
H -4.3750 4.0671 -2.9481
H -4.8160 3.5155 -0.6814
H -3.0116 2.2265 0.6431
C -2.4243 -3.8377 -1.6377
C -1.7086 -2.5090 -1.4331
O -0.4427 -2.5539 -2.0245
H -3.1683 -3.8814 -0.8423
H -1.7410 -4.6454 -1.3757
H -2.8867 -4.0024 -2.6109
H -1.4306 -2.5381 -0.3795
H -2.1848 -1.5648 -1.6973
H -0.5657 -2.3962 -2.9635
C 1.1799 4.4234 0.6135
C 2.5828 3.8047 0.3657
O 2.8903 2.9045 1.4133
H 0.9657 5.1986 -0.1222
H 1.0360 4.7722 1.6361
H 0.3990 3.6799 0.4538
H 3.3673 4.5614 0.3545
H 2.5930 3.1210 -0.4832
H 2.4116 2.0725 1.3974
C -2.1701 -0.7572 2.2247
C -1.2076 0.2025 2.8841
O -0.2520 -0.6620 3.5185
H -2.6593 -1.1395 3.1206
H -1.7361 -1.5218 1.5803
H -2.8908 -0.2015 1.6247
H -1.7615 0.8704 3.5438
H -0.7126 0.7868 2.1085
H -0.7196 -0.9437 4.3082

=====

no.,E_tot (eV)
1,-42425.8318
2,-83132.9023
3,-106763.5142